Here is a cluster of 2 separate species, C3H6NO2S2 in total from OMol25. Energies are from ωB97M-V with the def2-TZVPD basis set.

Summary:
Kohn-Sham gap (hartree): 0.14582
Total charge: -1
HOMO energy (eV): -3.28

CARTESIAN COORDINATES (ANGSTROEM)
S -2.2591 0.3108 -2.9592
S -2.5405 -0.7432 -1.2242
O 2.1824 0.6728 -0.5115
O 0.6881 2.0852 0.3332
N 0.4148 -1.3745 0.5825
C 0.0397 -0.1821 0.0652
C -1.3395 0.3265 -0.0318
C 1.0588 0.9681 -0.0544
H 2.5276 -0.1574 1.6863
H 2.5359 -0.7226 2.1702
H -0.4045 -1.9995 0.5401
H -1.3042 1.1695 -0.7074
H -1.8358 0.6116 0.8924
H 0.2365 -0.9653 -0.7814

Here is an isolated molecule of C5H4N2 from OMol25. Energies are from ωB97M-V with the def2-TZVPD basis set.

Summary:
SMILES: C#Cc1cn[nH]c1
Kohn-Sham gap (hartree): 0.35799
HOMO energy (eV): -8.81

CARTESIAN COORDINATES (ANGSTROEM)
N -1.7194 1.1596 -0.0932
N -1.8324 -0.1749 -0.0159
C 0.2868 0.1596 -0.4001
C -0.4420 1.3759 -0.3502
C 2.6343 -0.5543 0.4473
C -0.6663 -0.8132 -0.1989
C 1.6394 -0.1504 -0.1038
H 3.4300 -0.9420 1.0301
H -0.0918 2.3849 -0.5058
H -2.6668 -0.5579 0.3945
H -0.5717 -1.8873 -0.2040

Here is a structure of composition C53H45BrInN6O3 from OMol25. Energies are from ωB97M-V with the def2-TZVPD basis set.

Summary:
Kohn-Sham gap (spin up / spin down) (hartree): 0.19320 / 0.26625
⟨S²⟩: 0.7703
HOMO energy (spin up / spin down) (eV): -5.68 / -7.68
2S+1: 2

CARTESIAN COORDINATES (ANGSTROEM)
In -0.5236 0.0327 -0.5171
Br -4.2996 5.7280 2.6913
O -0.1427 -3.0051 -1.7709
O 0.4090 1.7951 -0.0012
O -0.8530 -0.7178 1.3352
N -2.0804 1.5423 -1.1257
N 1.7518 -0.7277 -0.1139
N 0.6450 -3.6869 -2.5375
N -2.7447 -2.5494 -1.3170
N -0.4886 -0.0117 -2.7285
N -2.7341 -1.2493 -0.9745
C 4.0496 3.2280 3.0570
C 3.1815 -1.8515 1.4185
C -2.1124 -4.8860 3.4154
C 0.7616 -2.5224 1.2237
C -1.7614 0.6336 -4.6743
C 2.9150 2.4339 3.1757
C 2.4516 2.7139 0.8235
C -3.4380 -4.5999 3.1117
C -2.7368 -2.5063 2.1430
C -1.1095 -3.9868 3.0814
C -3.1287 3.2268 1.9805
C 0.2129 5.7889 -1.2422
C 1.9777 -3.4808 -2.4576
C 1.6010 2.3536 -0.3983
C 3.5868 3.5118 0.7106
C -0.3084 -1.7661 2.0624
C 0.1562 -4.5861 -3.4174
C 2.8500 -4.1626 -3.2793
C 4.3826 3.7686 1.8192
C 0.1001 0.4756 5.1206
C -1.4082 -2.7905 2.4296
C 1.2537 3.6039 -1.2246
C 0.9972 -5.2874 -4.2537
C -2.6293 2.2838 1.1016
C -3.9884 -3.0586 -1.3316
C -3.7458 -3.4041 2.4790
C 0.3250 -0.7166 -3.5362
C 0.8047 4.7375 -3.3146
C -2.3047 1.5298 -2.4303
C -3.6214 4.6844 0.1296
C -0.3398 -0.0600 3.9202
C -4.8433 -2.0358 -0.9879
C -4.0046 -0.9267 -0.7772
C 2.3659 -5.0792 -4.1973
C 0.1635 -0.7933 -4.8914
C 0.2605 5.8149 -2.6338
C 0.7043 4.6951 -0.5495
C -2.6234 2.5141 -0.2803
C 1.2959 3.6384 -2.6127
C 2.4114 1.3180 -1.2561
C -3.1170 3.7353 -0.7488
C -1.5344 0.7065 -3.2748
C 4.2276 -1.0100 1.0797
C 1.7386 -1.2629 5.2944
C -0.9342 -0.1001 -5.4690
C 1.2918 -1.7968 4.0895
C 4.0016 0.0097 0.1771
C 0.2555 -1.2007 3.3808
C 2.1188 2.1821 2.0635
C -3.6268 4.4226 1.4868
C 1.1480 -0.1224 5.8139
C 1.9399 -1.6777 0.8275
C 2.7437 0.1364 -0.3991
H 1.4948 0.2941 6.7514
H -1.1457 0.4111 3.3722
H -5.9162 -2.0787 -0.8974
H -3.0605 3.9743 -1.8031
H -0.2168 6.6215 -0.6957
H 2.6418 2.0059 4.1347
H 3.0373 -5.6183 -4.8520
H -4.2210 -5.3022 3.3747
H 3.8476 3.9438 -0.2517
H -1.8577 -3.0027 -1.5253
H -4.1773 -4.0907 -1.5796
H 4.6657 3.4351 3.9240
H -0.1247 6.6682 -3.1797
H -2.9699 -1.5726 1.6524
H -0.9162 -4.6925 -3.4088
H 3.9090 -3.9648 -3.1878
H 1.1487 -1.2239 -3.0431
H 0.6431 4.6658 0.5333
H -4.7746 -3.1604 2.2424
H 2.2748 -2.7613 -1.7074
H 3.3219 1.7723 -1.6480
H 1.7639 -2.6987 3.7191
H -2.2164 1.3529 1.4800
H 2.5546 -1.7414 5.8239
H 1.1073 -3.4111 1.7482
H 0.2366 -2.8469 0.3255
H 5.2008 -1.1306 1.5409
H 1.2297 1.5669 2.1446
H 1.7056 2.8081 -3.1755
H -1.8596 -5.8098 3.9241
H -3.9883 5.6314 -0.2427
H 1.7685 1.0207 -2.0842
H 0.8457 4.7424 -4.3984
H 5.2606 4.3979 1.7203
H -4.2678 0.0796 -0.4823
H 4.7733 0.7270 -0.0705
H -3.0832 2.1363 -2.8834
H -3.1237 3.0423 3.0470
H 3.3284 -2.6432 2.1398
H -2.5976 1.1829 -5.0903
H -0.0855 -4.2190 3.3551
H -0.3747 1.3658 5.5169
H 0.5661 -5.9953 -4.9483
H 0.8546 -1.3651 -5.4951
H -1.1003 -0.1426 -6.5386

Here is a structure of composition C42H33AsFeN3O4P from OMol25. Energies are from ωB97M-V with the def2-TZVPD basis set.

Summary:
Kohn-Sham gap (spin up / spin down) (hartree): 0.25213 / 0.26134
HOMO energy (spin up / spin down) (eV): -7.28 / -7.28

CARTESIAN COORDINATES (ANGSTROEM)
As -2.1071 0.1127 -2.2029
Fe -0.5300 0.0993 -0.2944
P -1.9863 -0.4813 1.3977
O 5.8107 2.3918 -1.5225
O 0.6922 -0.4594 1.0286
O 2.7554 -0.0918 1.7941
O 4.9165 2.9139 -3.5443
N -1.7430 0.9357 2.3083
N -0.7422 1.9705 0.4926
N 1.1531 0.6139 -1.2635
C -1.1802 2.0646 1.7535
C -4.3504 -1.5477 0.3990
C -1.5785 -2.6608 -1.8773
C -3.8038 1.0373 -2.1068
C 1.9249 -0.0169 0.9205
C -4.6524 0.2157 1.9987
C -5.3078 2.4639 -0.8796
C -5.9033 1.7040 -3.0810
C -1.9965 -3.9191 3.6279
C -0.1052 4.2746 0.5521
C -1.5676 -1.7765 2.6066
C -1.2783 2.2490 -5.7074
C 2.5352 1.6930 -2.8806
C -0.8746 -3.7667 4.4283
C 2.2041 0.6144 -0.4174
C -3.9352 -3.6382 -2.9536
C -2.5250 -1.7739 -2.3838
C -0.4372 -1.6292 3.4134
C -0.1014 -2.6195 4.3231
C -2.3475 -2.9259 2.7257
C -3.8007 -0.6147 1.2754
C 4.9379 2.4240 -2.4017
C -1.8086 -4.0301 -1.9017
C -0.7140 1.2983 -6.5486
C -1.0875 3.2548 2.4804
C 1.3388 1.1320 -2.4853
C 3.4277 1.1571 -0.7426
C -6.5653 -0.8027 0.9577
C -0.2221 3.0666 -0.0894
C -6.2106 2.4192 -1.9299
C -6.0267 0.1208 1.8426
C -1.7302 1.8810 -4.4498
C -5.7248 -1.6402 0.2395
C -1.0640 -0.3934 -4.8744
C -2.9927 -4.5177 -2.4351
C -4.1042 1.7772 -0.9704
C -3.7038 -2.2707 -2.9290
C 3.6051 1.7341 -1.9965
C -0.6124 -0.0209 -6.1342
C -1.6199 0.5578 -4.0284
C -0.5389 4.3598 1.8730
C -4.7000 1.0234 -3.1745
H 0.1964 -0.7608 3.3093
H -0.9728 -1.4244 -4.5548
H -1.0671 -4.7086 -1.5011
H -0.1733 -0.7631 -6.7878
H -3.2385 -3.0530 2.1271
H -7.6377 -0.8686 0.8282
H -4.4567 -1.5959 -3.3140
H 4.2429 1.1527 -0.0322
H -6.5972 1.6871 -3.9115
H 0.1261 2.9395 -1.1051
H -3.7054 -2.2071 -0.1682
H -1.3579 3.2793 -6.0284
H 0.3347 5.1173 0.0406
H -1.4395 3.2877 3.5025
H -6.1354 -2.3651 -0.4521
H 0.4941 1.1074 -3.1563
H 0.7793 -2.4957 4.9392
H -5.5353 3.0358 0.0110
H -4.4486 0.5029 -4.0909
H -0.3509 1.5885 -7.5255
H -0.4481 5.2879 2.4215
H -2.6084 -4.8079 3.7091
H -0.6465 -2.2930 -1.4538
H -6.6782 0.7756 2.4070
H -7.1488 2.9546 -1.8613
H -4.8571 -4.0196 -3.3741
H -1.9403 0.9621 3.2968
H -3.1808 -5.5833 -2.4498
H -0.6040 -4.5401 5.1355
H -3.3935 1.8263 -0.1554
H -2.1661 2.6284 -3.7960
H -4.2450 0.9587 2.6725
H 2.6673 2.1235 -3.8645

Number 1: electronic energy -30460.212 eV. Number 2: electronic energy -8227.259 eV. Number 3: electronic energy -145991.086 eV. Number 4: electronic energy -161266.284 eV.